(1)
Here is a molecular structure, C3H4FNO in a non-equilibrium geometry from the OMol25 dataset. Energies are from wB97M-V/def2-TZVPD.

The calculation puts the frontier orbital gap at 9.99 eV. As for the LUMO energy: 0.034 hartree. For the total energy, the calculation gives -9428.179 eV. Its spin multiplicity is 1.

Each line ends with the natural charge from an NBO analysis.
Cartesian coordinates (Å):
O (-0.291, -1.308, 0.947)  -0.53
C (0.559, -0.537, -0.001)  0.70
F (1.624, -1.337, -0.460)  -0.35
H (-2.310, -1.422, 0.378)  0.21
C (-1.441, -0.889, 0.191)  0.16
H (-0.879, 0.180, -1.766)  0.22
H (0.635, 1.466, 0.361)  0.41
N (1.012, 0.559, 0.652)  -0.88
C (-0.708, -0.435, -0.884)  -0.35
H (1.938, 0.356, 1.152)  0.41

(2)
Here is a single C3H4FNO2 molecule in a non-equilibrium geometry from the OMol25 dataset. Energies are from wB97M-V/def2-TZVPD.

As for the structure (SMILES): O=C(/C=N/O)CF. The calculation puts the frontier orbital gap at 9.36 eV. As for the LUMO energy: -0.013 hartree. For the total energy, the calculation gives -11473.320 eV. Its spin multiplicity is 1.

Each line ends with the natural charge from an NBO analysis.
Cartesian coordinates (Å):
C (1.441, -0.699, 0.059)  -0.06
F (2.833, -0.434, -0.156)  -0.35
H (1.381, -1.087, 1.176)  0.22
H (-3.196, -0.722, -0.369)  0.49
N (-1.315, -0.312, -0.241)  -0.03
H (0.867, -1.356, -0.811)  0.23
O (1.482, 1.529, -0.396)  -0.51
O (-2.530, -0.049, -0.256)  -0.50
H (-1.127, 1.797, 0.567)  0.23
C (0.795, 0.572, -0.055)  0.44
C (-0.632, 0.761, 0.483)  -0.15

(3)
Here is a molecular structure, C3H4FNOS in a non-equilibrium geometry from the OMol25 dataset. Energies are from wB97M-V/def2-TZVPD.

The calculation puts the frontier orbital gap (alpha / beta) at 7.24 / 7.21 eV. As for the LUMO energy (alpha / beta): -0.036 / -0.032 hartree. For the total energy, the calculation gives -20261.523 eV. Its spin multiplicity is 1.

Each line ends with the natural charge from an NBO analysis.
Cartesian coordinates (Å):
O (2.592, -1.112, -0.641)  -0.79
H (-0.748, 2.052, -0.819)  0.20
H (-0.024, -0.824, 1.592)  0.19
S (2.879, 0.281, -0.190)  0.72
C (-0.485, 1.218, -0.310)  0.10
H (-1.922, 0.028, 0.848)  0.19
F (-2.034, -0.497, -1.117)  -0.36
N (0.585, 0.755, 0.332)  -0.36
H (0.472, -1.328, -0.120)  0.25
C (-0.009, -0.600, 0.436)  -0.27
C (-1.306, 0.027, -0.011)  0.12

(4)
Here is a single C3H4FNS molecule in a non-equilibrium geometry from the OMol25 dataset. Energies are from wB97M-V/def2-TZVPD.

As for the structure (SMILES): CS[C@@H](F)C#N. The calculation puts the frontier orbital gap at 10.31 eV. As for the LUMO energy: 0.022 hartree. For the total energy, the calculation gives -18217.152 eV. Its spin multiplicity is 1.

Each line ends with the natural charge from an NBO analysis.
Cartesian coordinates (Å):
C (1.728, -0.263, -0.200)  -0.70
H (-0.577, 0.841, 1.051)  0.23
H (2.249, -0.767, 0.519)  0.22
H (2.226, -0.597, -1.072)  0.23
H (1.719, 0.741, -0.029)  0.23
C (-0.949, 0.360, 0.054)  -0.02
C (-2.327, -0.027, 0.277)  0.21
F (-0.824, 1.216, -1.057)  -0.34
N (-3.351, -0.355, 0.658)  -0.25
S (0.107, -1.149, -0.200)  0.21

(5)
Here is a single C3H4FNS molecule in a non-equilibrium geometry from the OMol25 dataset. Energies are from wB97M-V/def2-TZVPD.

As for the structure (SMILES): NC(=S)/C=C\F. The calculation puts the frontier orbital gap at 7.98 eV. As for the LUMO energy: -0.022 hartree. For the total energy, the calculation gives -18215.772 eV. Its spin multiplicity is 1.

Each line ends with the natural charge from an NBO analysis.
Cartesian coordinates (Å):
H (-1.112, 2.224, 0.255)  0.42
N (-0.552, 1.362, -0.135)  -0.77
H (-0.138, -1.807, 0.066)  0.24
H (0.595, 1.220, 0.391)  0.40
C (1.273, -0.704, -0.011)  0.25
S (-2.743, -0.228, -0.113)  -0.14
C (-1.106, 0.153, -0.232)  0.06
C (-0.077, -0.794, -0.203)  -0.35
F (2.145, 0.289, -0.213)  -0.31
H (1.713, -1.716, 0.196)  0.18

(6)
Here is a gas-phase ion, C3H4FO2S (charge -1) in a non-equilibrium geometry from the OMol25 dataset. Energies are from wB97M-V/def2-TZVPD.

The calculation puts the frontier orbital gap at 7.58 eV. As for the LUMO energy: 0.151 hartree. For the total energy, the calculation gives -20822.904 eV. Its spin multiplicity is 1. The total charge is -1.

Each line ends with the natural charge from an NBO analysis.
Cartesian coordinates (Å):
S (-1.366, -0.890, -1.013)  1.51
C (-0.149, 0.802, 1.058)  -0.48
H (-1.026, 0.233, 1.526)  0.20
H (0.012, 1.720, 1.585)  0.22
F (2.250, 0.614, 0.704)  -0.42
H (0.337, 1.107, -1.251)  0.22
H (1.176, -1.187, 0.584)  0.21
C (0.965, -0.066, 0.607)  0.14
C (0.038, 0.418, -0.462)  -0.50
O (-0.676, -2.195, -0.916)  -1.06
O (-1.559, -0.556, -2.423)  -1.05